Density functional theory data (ωB97M-V/def2-TZVPD) for C24H34N2O3 in the gas phase.

Computed properties:
Relative energy (zero: lowest compared OMol25 entry of this formula, charge and spin) ... 80.6 kcal per mole
Largest force on an atom ... 0.508 eV/A
Kohn-Sham gap ... 8.6 eV
SMILES ... COCc1cc(CN2CCN(CCc3ccccc3)[C@H](CCO)C2)ccc1OC
E_tot ... -34561.4399 eV

```
! wB97M-V def2-TZVPD RIJCOSX def2/J DEFGRID3
* xyz 0 1
C -4.8989 3.2467 -1.0727
O -3.9211 2.6165 -1.8610
C -4.1126 1.2249 -1.9787
C -3.8253 0.4628 -0.7062
C -2.8565 0.9157 0.1706
C -2.5706 0.2472 1.3554
C -1.4618 0.7220 2.2617
N -0.1459 0.1836 1.9415
C -0.0512 -1.2567 2.0694
C 1.4265 -1.6521 1.9693
N 2.0465 -1.2157 0.7367
C 1.7989 -2.0493 -0.4253
C 3.1391 -2.5267 -1.0233
C 4.0037 -1.3549 -1.3794
C 4.9795 -0.9060 -0.4992
C 5.7378 0.2126 -0.7960
C 5.5296 0.8999 -1.9797
C 4.5627 0.4576 -2.8668
C 3.8065 -0.6616 -2.5675
C 1.8415 0.2090 0.5183
C 2.7150 1.0187 1.4841
C 3.1215 2.3693 0.8948
O 3.9484 3.1090 1.7623
C 0.3586 0.5983 0.6477
C -3.2874 -0.9042 1.6429
C -4.2589 -1.3802 0.7780
C -4.5368 -0.7066 -0.4044
O -5.4751 -1.0997 -1.3182
C -6.2413 -2.2463 -1.0424
H -4.8957 2.8682 -0.0438
H -5.9005 3.1010 -1.4972
H -4.6578 4.3080 -1.0697
H -3.4189 0.9042 -2.7634
H -5.1363 1.0026 -2.3109
H -2.3279 1.8235 -0.0822
H -1.6792 0.4369 3.2956
H -1.3815 1.8115 2.2131
H -0.6310 -1.7802 1.2866
H -0.4436 -1.5513 3.0455
H 1.9655 -1.1842 2.7969
H 1.5353 -2.7349 2.0583
H 1.2392 -1.5084 -1.1977
H 1.2107 -2.9285 -0.1467
H 2.9312 -3.1316 -1.9083
H 3.6460 -3.1471 -0.2835
H 5.1409 -1.4398 0.4258
H 6.4958 0.5504 -0.1033
H 6.1190 1.7749 -2.2115
H 4.3973 0.9874 -3.7938
H 3.0525 -1.0018 -3.2641
H 2.1731 0.4314 -0.5015
H 2.1806 1.1791 2.4208
H 3.6193 0.4403 1.6877
H 3.6260 2.2107 -0.0707
H 2.2452 2.9989 0.7273
H 4.7226 2.5742 1.9704
H -0.2109 0.1357 -0.1796
H 0.2615 1.6818 0.5626
H -3.0956 -1.4415 2.5607
H -4.7956 -2.2782 1.0410
H -5.6151 -3.1413 -0.9684
H -6.8229 -2.1317 -0.1218
H -6.9215 -2.3540 -1.8860
*
```

Electronic structure analysis, Mulliken charges in units of e:
1 C -0.70
2 O -0.38
3 C -0.82
4 C 0.20
5 C -0.02
6 C 0.66
7 C -2.00
8 N 0.38
9 C -0.36
10 C -1.49
11 N 0.49
12 C -0.69
13 C -1.57
14 C 0.47
15 C -0.18
16 C -0.62
17 C -0.48
18 C -0.60
19 C -0.11
20 C 0.41
21 C -1.42
22 C -0.49
23 O -0.55
24 C -0.99
25 C -0.80
26 C -0.79
27 C 0.91
28 O -0.46
29 C -0.96
30 H 0.30
31 H 0.32
32 H 0.24
33 H 0.24
34 H 0.43
35 H 0.55
36 H 0.53
37 H 0.47
38 H 0.31
39 H 0.44
40 H 0.38
41 H 0.59
42 H 0.26
43 H 0.56
44 H 0.52
45 H 0.35
46 H 0.32
47 H 0.43
48 H 0.40
49 H 0.39
50 H 0.41
51 H 0.38
52 H 0.21
53 H 0.70
54 H 0.20
55 H 0.28
56 H 0.34
57 H 0.22
58 H 0.36
59 H 0.42
60 H 0.40
61 H 0.35
62 H 0.36
63 H 0.27

Density functional theory data (ωB97M-V/def2-TZVPD) for 5 unconnected molecules or ions with the total composition C38H43BrClF5N3O3 in a non-equilibrium geometry.

Computed properties:
Largest force on an atom ... 1.162 eV/A
Kohn-Sham gap ... 7.7 eV
E_tot ... -146863.1702 eV

```
! wB97M-V def2-TZVPD RIJCOSX def2/J DEFGRID3
* xyz 1 1
C -1.3000 3.4107 -0.6059
C -1.9862 2.2528 -1.3523
C -0.9372 1.2068 -1.6593
O -1.5262 -0.0135 -2.0975
C -0.5979 -0.9220 -2.6495
C -0.6787 -2.2718 -1.8953
N -1.3087 -2.0546 -0.5873
C -0.6715 -2.7131 0.3675
N -0.9241 -2.6606 1.6561
C -2.0171 -1.8901 2.2462
Br -1.7281 -0.0021 1.8809
C -2.0949 -2.2166 3.7364
C -2.7696 -1.1672 4.6118
N 0.3956 -3.4824 -0.1078
C 0.6809 -2.9556 -1.4776
C 1.8111 -1.9398 -1.3602
C 3.0692 -2.4994 -0.7624
O 3.9900 -2.9202 -1.3673
F 3.0697 -2.4463 0.5695
C 0.9087 -4.1164 -2.4740
C 2.1061 -5.0302 -2.3041
O 2.8806 -5.2430 -3.1707
Cl 2.2437 -5.9081 -0.7761
H -0.5768 3.0227 0.1096
H -2.0015 4.0890 -0.1343
H -0.7201 3.9726 -1.3389
H -2.3515 2.6480 -2.2989
H -2.8086 1.8320 -0.7787
H -0.3329 1.0124 -0.7647
H -0.2682 1.6065 -2.4275
H 0.3990 -0.4938 -2.6248
H -0.8723 -1.0980 -3.6903
H -1.3151 -2.9238 -2.4910
H -2.2906 -1.8327 -0.5216
H -0.3154 -3.2065 2.2489
H -2.9372 -2.2001 1.7573
H -1.0878 -2.4147 4.1039
H -2.6926 -3.1250 3.8179
H -3.6585 -0.7736 4.1322
H -3.0702 -1.6507 5.5398
H -2.0957 -0.3610 4.8883
H 0.0474 -4.4384 -0.1492
H 1.4665 -1.1217 -0.7213
H 2.0510 -1.5097 -2.3271
H 0.0236 -4.7516 -2.4149
H 0.9890 -3.7074 -3.4747
F 0.7099 5.0732 1.5727
C 1.8980 4.5021 1.2883
C 2.9089 5.2765 0.7580
C 4.1231 4.6704 0.4711
C 4.3063 3.3139 0.7068
C 3.2718 2.5565 1.2377
C 2.0557 3.1542 1.5374
H 2.7435 6.3296 0.5756
H 4.9317 5.2626 0.0647
H 5.2570 2.8506 0.4812
H 3.4136 1.5004 1.4279
H 1.2326 2.5952 1.9645
F -0.7293 -3.6207 -5.0671
C -0.5137 -4.4056 -6.1688
C 0.4368 -5.4016 -6.1125
C 0.6369 -6.1842 -7.2408
C -0.1043 -5.9574 -8.3910
C -1.0526 -4.9442 -8.4174
C -1.2655 -4.1568 -7.2960
H 1.0185 -5.5607 -5.2148
H 1.3775 -6.9714 -7.2181
H 0.0585 -6.5688 -9.2674
H -1.6287 -4.7628 -9.3140
H -2.0017 -3.3643 -7.2924
F -5.4981 -2.2949 3.7524
C -6.7107 -1.9790 4.2883
C -7.8364 -2.5910 3.7816
C -9.0677 -2.2672 4.3320
C -9.1518 -1.3440 5.3648
C -8.0008 -0.7425 5.8533
C -6.7623 -1.0610 5.3152
H -7.7476 -3.3051 2.9740
H -9.9632 -2.7394 3.9527
H -10.1142 -1.0944 5.7891
H -8.0643 -0.0217 6.6566
H -5.8526 -0.6081 5.6861
F 5.8398 5.9799 3.3075
C 6.4009 7.0718 2.7489
C 7.6149 6.9431 2.1050
C 8.1848 8.0690 1.5285
C 7.5429 9.2970 1.6060
C 6.3235 9.3999 2.2606
C 5.7406 8.2805 2.8368
H 8.1009 5.9775 2.0623
H 9.1347 7.9853 1.0184
H 7.9932 10.1721 1.1583
H 5.8226 10.3561 2.3264
H 4.7891 8.3373 3.3483
*
```

Electronic structure analysis, Mulliken charges in units of e:
1 C -1.01
2 C -0.50
3 C -0.13
4 O -0.43
5 C -0.69
6 C -0.74
7 N 0.13
8 C 0.16
9 N -0.06
10 C -0.48
11 Br -0.03
12 C -0.42
13 C -1.64
14 N -0.43
15 C 1.15
16 C -1.07
17 C -0.01
18 O -0.46
19 F -0.25
20 C -0.99
21 C 0.30
22 O -0.41
23 Cl -0.16
24 H 0.06
25 H 0.40
26 H 0.38
27 H 0.32
28 H 0.33
29 H 0.04
30 H 0.36
31 H 0.56
32 H 0.22
33 H 0.49
34 H 0.37
35 H 0.36
36 H 0.38
37 H 0.47
38 H 0.37
39 H 0.37
40 H 0.43
41 H 0.48
42 H 0.46
43 H 0.51
44 H 0.55
45 H 0.80
46 H 0.43
47 F -0.36
48 C 0.44
49 C -0.69
50 C -0.26
51 C -0.68
52 C -0.51
53 C -0.30
54 H 0.46
55 H 0.44
56 H 0.41
57 H 0.47
58 H 0.58
59 F -0.05
60 C 0.60
61 C -0.22
62 C -0.47
63 C -0.61
64 C -0.41
65 C -0.70
66 H 0.29
67 H 0.39
68 H 0.38
69 H 0.37
70 H 0.41
71 F -0.15
72 C 0.60
73 C -0.61
74 C -0.34
75 C -0.62
76 C -0.37
77 C -0.36
78 H 0.40
79 H 0.36
80 H 0.38
81 H 0.37
82 H 0.37
83 F -0.35
84 C 0.40
85 C -0.41
86 C -0.34
87 C -0.51
88 C -0.33
89 C -0.42
90 H 0.43
91 H 0.37
92 H 0.38
93 H 0.37
94 H 0.44

Number 1: HOMO level -7.898 eV. Number 2: HOMO level -10.502 eV.